Model w:
16
Properties=species:S:1:pos:R:3:lowdin_charge:R:1 method="wB97M-V/def2-TZVPD" homo_ev=-14.255 multiplicity=1 gap_ev=10.8 charge=+1 smiles=CCc1c[nH]c[nH+]1
C 0.09 -1.23 -1.94 -0.0808
C 0.41 -1.31 -0.45 -0.1656
C 0.27 -0.02 0.28 -0.1951
C 0.69 0.31 1.51 0.0220
N -0.03 1.44 1.91 0.1251
C -0.86 1.78 0.95 -0.0498
N -0.69 0.96 -0.08 0.1666
H 0.61 -2.02 -2.48 0.0866
H -0.97 -1.39 -2.15 0.0804
H 0.38 -0.28 -2.39 0.0749
H -0.27 -2.05 0.00 0.1310
H 1.40 -1.69 -0.21 0.1264
H 1.31 -0.20 2.22 0.1462
H -0.06 1.82 2.84 0.1844
H -1.52 2.63 1.04 0.1669
H -0.76 1.25 -1.05 0.1810


Model x:
16
Properties=species:S:1:pos:R:3:lowdin_charge:R:1 method="wB97M-V/def2-TZVPD" homo_ev="-14.593 / -14.593" multiplicity=1 gap_ev="9.8 / 9.8" charge=+1 smiles="C[C@H]1C=CC(=[NH2+])N1"
C 1.23 1.09 0.53 0.0472
C -0.10 1.33 0.30 0.0644
C 1.55 -0.11 -0.09 -0.2111
C -0.76 0.28 -0.39 -0.4470
C -1.96 -0.30 0.27 -0.0191
N 0.23 -0.63 -0.60 0.1229
N 2.65 -0.73 -0.42 0.2118
H 1.94 1.54 1.18 0.1308
H -0.75 2.01 0.83 0.1464
H -1.26 0.58 -1.35 0.2010
H -2.82 -0.63 -0.40 0.1228
H -2.37 0.32 1.03 0.0759
H -1.70 -1.24 0.74 0.0898
H 0.25 -1.21 -1.38 0.1380
H 3.53 -0.61 0.10 0.1545
H 2.60 -1.70 -0.83 0.1717


What should be chosen as the most stable of them? Choose model w.


Model w:
16
Properties=species:S:1:pos:R:3:lowdin_charge:R:1 method="wB97M-V/def2-TZVPD" homo_ev=-13.174 multiplicity=1 gap_ev=9.7 charge=+1 smiles="CN1C(=[NH2+])C12CC2"
C 0.76 0.87 -0.19 -0.1431
C -1.59 -0.27 -1.45 -0.0456
C -0.39 -1.22 -1.24 0.0138
C -0.55 0.30 -0.51 -0.1812
C -0.14 -0.13 2.06 0.0032
N -0.16 0.62 0.83 0.0213
N 1.96 1.25 -0.34 0.2638
H -1.76 0.27 -2.36 0.1025
H -2.55 -0.43 -0.94 0.1337
H -0.57 -1.97 -0.51 0.0790
H 0.41 -1.28 -2.01 0.1139
H -1.07 0.12 2.58 0.1121
H -0.06 -1.15 1.94 0.0703
H 0.63 0.32 2.65 0.0934
H 2.64 1.30 -1.11 0.1676
H 2.45 1.41 0.60 0.1953


Model x:
16
Properties=species:S:1:pos:R:3:lowdin_charge:R:1 method="wB97M-V/def2-TZVPD" homo_ev=-12.821 multiplicity=1 gap_ev=8.8 charge=+1
C 0.11 2.49 -0.59 0.0078
C -0.65 1.66 -2.27 -0.1143
C 0.00 1.18 -0.91 -0.0801
C 0.03 -2.13 1.57 -0.0153
C 0.62 -0.43 -0.22 -0.0678
N -0.53 2.87 -1.97 0.0831
N -0.11 -0.75 1.01 -0.0820
H 0.47 3.12 0.17 0.0874
H -1.08 1.23 -3.19 0.1223
H 1.11 -2.42 1.81 0.1281
H -0.58 -2.00 2.58 0.1512
H -0.37 -2.83 0.82 0.1033
H 1.79 -0.42 -0.27 0.1571
H 0.26 -0.89 -1.16 0.1100
H -1.18 -0.59 0.83 0.2221
H 0.11 -0.11 1.80 0.1872


Model y:
16
Properties=species:S:1:pos:R:3:lowdin_charge:R:1 method="wB97M-V/def2-TZVPD" homo_ev="-14.534 / -14.535" multiplicity=1 gap_ev="9.0 / 9.0" charge=+1 smiles="CC1=NCC[NH+]=C1"
C 0.54 0.47 0.93 0.0187
C -1.63 0.51 0.46 -0.1312
C -1.32 0.38 -1.09 -0.1116
C 0.73 -0.46 -0.16 -0.2769
C 1.97 -1.39 -0.25 -0.0176
N -0.53 1.08 1.06 0.0696
N -0.01 -0.21 -1.20 0.1368
H 1.31 0.86 1.55 0.1572
H -2.49 1.07 0.41 0.1118
H -1.71 -0.53 0.77 0.1553
H -1.92 -0.25 -1.72 0.1365
H -1.23 1.39 -1.57 0.1531
H 2.42 -1.39 -1.33 0.1261
H 1.68 -2.49 -0.02 0.1180
H 2.76 -1.06 0.48 0.0813
H -0.56 2.04 1.66 0.2731


Model z:
16
Properties=species:S:1:pos:R:3:lowdin_charge:R:1 method="wB97M-V/def2-TZVPD" homo_ev=-14.360 multiplicity=1 gap_ev=9.6 charge=+1 smiles=CN1C[N@+]23C[C@@]12C3
C -1.02 -1.13 0.34 0.0288
C -1.71 0.69 -0.71 -0.0088
C 0.34 0.86 0.79 -0.0813
C -0.66 -0.37 -0.91 0.1061
C 1.96 -0.30 -0.39 -0.1109
N 0.88 0.52 -0.49 -0.0691
N -1.04 0.33 0.49 -0.0391
H -1.93 -1.63 0.36 0.1193
H -0.27 -1.71 0.86 0.1354
H -1.63 1.79 -0.91 0.1695
H -2.74 0.30 -0.94 0.1612
H 0.69 0.07 1.46 0.1253
H 0.39 1.84 1.15 0.1354
H 2.69 0.52 -0.33 0.1404
H 1.79 -0.94 0.48 0.0881
H 2.25 -0.84 -1.25 0.0995


What should be chosen as the most stable of them? Choose model y.


Model w:
16
Properties=species:S:1:pos:R:3:lowdin_charge:R:1 method="wB97M-V/def2-TZVPD" homo_ev=-13.696 multiplicity=1 gap_ev=6.7 charge=+1
C 0.97 1.49 0.38 -0.0735
C 0.61 -0.82 -0.60 -0.2532
C -0.15 0.66 -0.25 0.0103
C 0.03 -1.95 0.24 -0.0083
C -1.52 0.85 -0.16 -0.0158
N 1.87 -0.51 -0.07 0.0032
N 2.11 0.55 0.35 0.0542
H 1.07 2.41 -0.21 0.1528
H 0.68 2.00 1.42 0.2066
H 0.62 -0.73 -1.74 0.1978
H 0.76 -2.72 0.47 0.1062
H -0.78 -2.39 -0.33 0.0928
H -0.41 -1.48 1.13 0.0960
H -2.05 0.18 -1.06 0.1984
H -1.82 1.90 -0.31 0.1195
H -1.97 0.56 0.74 0.1128


Model x:
16
Properties=species:S:1:pos:R:3:lowdin_charge:R:1 method="wB97M-V/def2-TZVPD" homo_ev=-13.301 multiplicity=1 gap_ev=10.0 charge=+1
C 2.31 -0.23 -2.44 -0.0915
C 1.26 -0.79 -3.03 -0.0928
H 2.50 0.85 -2.51 0.0536
H 3.02 -0.83 -1.86 0.0536
H 0.55 -0.19 -3.61 0.0528
H 1.07 -1.87 -2.96 0.0528
C 0.01 0.73 1.85 -0.0191
C -1.04 0.75 2.74 -0.0216
C -1.74 -0.21 0.86 -0.0395
N -0.46 0.13 0.71 0.1098
N -2.10 0.16 2.09 0.1009
H 1.04 1.08 1.95 0.1459
H -1.10 1.12 3.76 0.1453
H -2.38 -0.70 0.12 0.1706
H 0.09 -0.03 -0.15 0.1767
H -3.04 0.03 2.49 0.2027


What should be chosen as the most stable of them? Choose model x.


Model w:
16
Properties=species:S:1:pos:R:3:lowdin_charge:R:1 method="wB97M-V/def2-TZVPD" homo_ev=-15.733 multiplicity=1 gap_ev=9.9 charge=+1 smiles="CC1=[N+](C)CN=C1"
C -0.03 1.89 -0.99 -0.0218
C 0.05 0.47 -0.83 -0.0739
C 0.34 1.62 1.13 -0.1747
C -0.30 -0.61 -1.74 0.0054
C -0.01 -0.97 1.29 0.0108
N 0.16 2.52 0.11 0.1388
N 0.24 0.27 0.60 -0.0063
H -0.22 2.56 -1.78 0.1341
H 1.22 1.71 1.65 0.1308
H -0.51 1.65 1.96 0.2228
H 0.35 -1.51 -1.71 0.1202
H -0.11 -0.42 -2.78 0.1007
H -1.37 -0.77 -1.67 0.1227
H -0.91 -1.53 1.04 0.1180
H -0.17 -0.83 2.33 0.1055
H 0.72 -1.60 1.03 0.0670


Model x:
16
Properties=species:S:1:pos:R:3:lowdin_charge:R:1 method="wB97M-V/def2-TZVPD" homo_ev=-15.114 multiplicity=1 gap_ev=9.3 charge=+1 smiles="C[C@H]1CC=NC=[NH+]1"
C -1.71 -0.93 0.62 -0.0143
C -1.74 1.22 -0.13 -0.0539
C -0.70 -1.33 -0.47 0.0083
C 0.40 0.11 -0.57 -0.2365
C 1.23 0.11 0.68 -0.0589
N -2.14 0.26 0.62 0.1261
N -0.48 1.26 -0.60 0.1190
H -2.12 -1.55 1.42 0.1479
H -2.47 1.91 -0.19 0.1283
H 0.08 -2.13 -0.21 0.1393
H -1.04 -1.51 -1.43 0.0824
H 1.02 0.14 -1.51 0.1694
H 1.14 -0.88 1.16 0.0806
H 0.72 0.74 1.42 0.0933
H 2.34 0.23 0.60 0.1075
H -0.18 2.00 -1.18 0.1616


What should be chosen as the most stable of them? Choose model w.


Model w:
16
Properties=species:S:1:pos:R:3:lowdin_charge:R:1 method="wB97M-V/def2-TZVPD" homo_ev=-14.184 multiplicity=1 gap_ev=10.6 charge=+1
C -1.35 -0.71 -0.67 -0.0426
C -0.22 -1.07 0.29 -0.1618
C 0.00 -0.12 1.39 -0.0348
C -0.12 1.04 0.43 -0.1248
C 0.82 0.02 0.20 -0.1187
N 2.76 0.28 -0.30 0.1279
N -1.37 0.82 -0.48 0.1212
H -0.85 -1.03 -1.61 0.1502
H -2.35 -1.08 -0.41 0.1429
H 0.07 -2.15 0.15 0.1758
H -0.19 -0.11 2.45 0.1554
H 0.14 2.14 0.57 0.1933
H 3.28 0.02 0.50 -0.0017
H 2.70 -0.61 -0.89 0.0476
H -1.12 1.35 -1.41 0.2318
H -2.21 1.21 -0.20 0.1382


Model x:
16
Properties=species:S:1:pos:R:3:lowdin_charge:R:1 method="wB97M-V/def2-TZVPD" homo_ev=-14.027 multiplicity=1 gap_ev=10.8 charge=+1
C -2.94 0.64 -0.16 0.0066
C 0.75 -2.36 0.06 0.0541
C -2.93 -0.52 -0.15 0.0625
C 0.82 -1.10 -0.13 -0.0414
C 1.12 0.19 0.04 -0.2857
N 2.36 0.83 -0.22 0.0911
N -0.07 1.19 0.13 0.2401
H -3.10 1.65 -0.31 0.0462
H -0.99 0.63 0.01 0.1087
H 0.61 -2.71 1.17 0.1431
H 0.85 -3.03 -0.78 0.0805
H -2.86 -1.53 0.01 0.0343
H 2.61 0.70 -1.17 0.0897
H 3.16 0.54 0.34 0.1131
H -0.02 1.42 1.09 0.1442
H 0.28 1.93 -0.37 0.1129


What should be chosen as the most stable of them? Choose model x.


Model w:
21
Properties=species:S:1:pos:R:3:lowdin_charge:R:1 method="wB97M-V/def2-TZVPD" homo_ev=-9.510 multiplicity=1 gap_ev=10.4 smiles="CCC(C)=O.NC(N)=O"
C 1.39 0.93 0.50 -0.1827
C 1.60 -1.58 1.01 -0.0162
C 1.22 1.97 -0.60 -0.1018
C 1.33 -0.54 -0.04 -0.4533
O 1.31 -0.78 -1.22 0.0427
H 0.66 1.06 1.29 0.1038
H 2.37 1.04 0.97 0.1121
H 0.69 -1.69 1.60 0.0768
H 2.41 -1.28 1.67 0.0824
H 1.84 -2.54 0.55 0.0851
H 1.93 1.79 -1.41 0.0754
H 0.21 1.92 -1.02 0.0635
H 1.37 2.97 -0.22 0.0710
C -1.98 -0.36 0.06 -0.6401
N -1.47 -0.46 -1.21 0.1594
N -3.36 -0.41 0.10 0.1395
O -1.33 -0.45 1.08 0.0333
H -3.78 -0.26 1.01 0.1000
H -0.52 -0.28 -1.50 0.0581
H -2.00 -0.94 -1.92 0.1008
H -3.89 -0.12 -0.70 0.0903


Model x:
21
Properties=species:S:1:pos:R:3:lowdin_charge:R:1 method="wB97M-V/def2-TZVPD" homo_ev=-8.797 multiplicity=1 gap_ev=9.6 smiles="C[C@H](N)[C@@](C)(O)C(N)=O"
C -0.45 -1.14 1.51 -0.0127
C -2.00 0.46 -1.13 -0.0544
C -0.05 -0.63 0.13 -0.4861
C -0.75 0.62 -0.31 -0.2506
O -0.09 -1.66 -0.82 -0.0038
H 0.83 -1.79 -1.12 0.0931
H -0.86 1.36 0.49 0.1351
H 0.34 -1.78 1.90 0.0927
H -0.62 -0.33 2.22 0.0736
H -1.38 -1.70 1.42 0.0888
H -2.81 0.13 -0.47 0.0875
H -2.25 1.39 -1.62 0.0788
H -1.86 -0.30 -1.89 0.0795
C 1.52 -0.02 0.06 -0.5166
N 1.91 0.66 1.19 0.1512
N 0.47 1.27 -1.24 0.0702
O 2.31 -0.71 -0.58 0.0032
H 1.22 1.02 1.83 0.0880
H 2.82 0.42 1.56 0.1091
H 0.52 0.78 -2.13 0.0886
H 1.18 1.96 -1.01 0.0848


What should be chosen as the most stable of them? Choose model w.